The following is a quantum chemistry calculation of a molecular structure, C37H31F6GeI2N2OPtSb, from OMol25.

CARTESIAN COORDINATES (ANGSTROEM)
Pt: -0.5545 -0.2905 0.5189
I: 2.8973 0.7211 7.0884
C: 1.9853 -0.2478 5.4812
C: 0.8086 -0.9626 5.6749
C: 0.1867 -1.5785 4.6058
I: -1.5766 -2.6368 4.9467
C: 0.6874 -1.5053 3.2795
O: 0.1163 -1.9919 2.2556
C: 1.9123 -0.7744 3.1350
C: 2.4366 -0.6279 1.7385
N: 1.5783 0.3059 0.9539
C: 1.4734 1.6270 1.5961
C: 0.2345 1.7375 2.4284
C: 0.1655 2.5504 3.5516
C: -1.0051 2.6151 4.2775
C: -2.0958 1.8589 3.8656
C: -1.9733 1.0815 2.7383
N: -0.8337 1.0311 2.0266
C: 2.5367 -0.1669 4.2078
H: 0.3748 -1.0377 6.6631
H: 2.4204 -1.5801 1.2085
H: 3.4595 -0.2379 1.7564
H: 1.9910 0.4288 0.0302
H: 1.4430 2.3911 0.8166
H: 2.3423 1.8185 2.2294
H: 1.0469 3.0958 3.8572
H: -1.0654 3.2326 5.1630
H: -3.0260 1.8587 4.4131
H: -2.7877 0.4654 2.3906
H: 3.4596 0.3788 4.0456
C: -3.6445 -2.6161 1.4028
Ge: -2.7841 -2.1970 -0.3006
C: -3.8844 -2.7965 -1.7990
C: -5.0582 -3.5128 -1.5862
C: -5.8419 -3.9249 -2.6550
C: -5.4574 -3.6198 -3.9514
C: -4.2896 -2.9056 -4.1793
C: -3.5093 -2.4994 -3.1089
C: -0.8609 -2.5720 -0.5435
C: -0.1588 -1.6474 -1.3264
C: 1.2478 -1.7992 -1.5613
C: 1.9096 -2.8445 -1.0113
C: 1.2269 -3.8068 -0.2120
C: 1.9179 -4.8897 0.3652
C: 1.2571 -5.8041 1.1419
C: -0.1228 -5.6772 1.3708
C: -0.8129 -4.6324 0.8208
C: -0.1606 -3.6768 0.0170
H: -3.8707 -3.6783 1.4873
H: -4.5802 -2.0592 1.4677
H: -2.9907 -2.3419 2.2296
H: -5.3737 -3.7574 -0.5785
H: -6.7503 -4.4848 -2.4762
H: -6.0668 -3.9390 -4.7867
H: -3.9867 -2.6677 -5.1901
H: -2.5981 -1.9437 -3.3023
H: -0.6777 -0.9278 -1.9539
H: 1.7469 -1.0773 -2.1911
H: 2.9723 -2.9733 -1.1790
H: 2.9822 -4.9829 0.1887
H: 1.7989 -6.6288 1.5858
H: -0.6340 -6.3989 1.9937
H: -1.8718 -4.5281 1.0156
F: 0.6432 0.7946 -1.9647
Sb: 1.2068 2.5815 -2.3970
F: 0.2393 3.1645 -0.8421
F: 2.6859 2.2233 -1.2383
F: 2.1354 1.9100 -3.8905
F: 1.7938 4.3349 -2.7268
F: -0.3747 2.8257 -3.4017
C: -2.3433 -0.2752 -0.1238
C: -3.1410 0.8582 -0.4725
C: -2.6131 2.1637 -0.4854
C: -3.4050 3.2261 -0.8739
C: -4.7295 3.0045 -1.2375
C: -5.2708 1.7238 -1.2346
C: -4.4800 0.6552 -0.8679
H: -1.5675 2.3260 -0.2520
H: -2.9817 4.2197 -0.9153
H: -5.3433 3.8405 -1.5473
H: -6.2967 1.5688 -1.5393
H: -4.8850 -0.3484 -0.8919

E_tot = -5244.49672 Eh
HOMO energy = -7.2 eV
orbital gap = 5.12 eV
total charge = 0
energy relative to the best compared isomer or geometry (same formula, charge and spin) = 0.00 kJ/mol
LUMO = -0.0748 Ha

These are the Mulliken partial charges, in e, on atoms 1 to 2: atom 1 (Pt): 1.279, atom 2 (I): 0.045